Here is a cluster of 2 separate species, C2H7N3 in total in a non-equilibrium geometry from OMol25. Energies are from ωB97M-V with the def2-TZVPD basis set.

The geometry in XYZ format:
```
12
Properties=species:S:1:pos:R:3:lowdin_charge:R:1
H -1.177 -0.108 -2.107 0.10
N -0.733 -0.077 -1.116 0.01
N -1.610 0.388 -0.394 -0.13
C -1.215 0.419 1.020 -0.12
H -0.126 0.350 1.061 0.02
H -1.591 1.481 1.437 0.12
H -1.833 -0.322 1.538 0.07
C 1.671 -0.489 0.103 -0.24
N 2.052 0.226 -0.872 -0.01
H 1.221 -1.484 -0.062 0.07
H 1.800 -0.153 1.140 0.06
H 1.542 -0.232 -1.747 0.07
```

* HOMO-LUMO gap: 10.087 eV
* DFT total energy: -6654.4661 eV
* LUMO level: 0.94 eV
* SMILES string: [H]/N=N/C.C=N


Here is a cluster of 11 separate species, C26H76N2O11 in total in a non-equilibrium geometry from OMol25. Energies are from ωB97M-V with the def2-TZVPD basis set.

The geometry in XYZ format:
```
115
Properties=species:S:1:pos:R:3:lowdin_charge:R:1
C 15.513 21.250 7.209 -0.11
O 14.387 21.636 6.453 -0.18
C 14.422 22.960 5.950 -0.18
C 13.087 23.386 5.288 -0.38
C 12.630 22.451 4.201 -0.06
N 13.185 24.658 4.608 0.05
H 15.603 20.169 7.314 0.09
H 15.442 21.730 8.185 0.09
H 16.433 21.585 6.730 0.07
H 14.724 23.612 6.769 0.11
H 15.286 23.094 5.300 0.11
H 12.299 23.494 6.035 0.15
H 12.096 21.642 4.698 0.08
H 13.415 22.004 3.590 0.08
H 11.882 22.915 3.559 0.06
H 13.866 24.698 3.863 0.04
H 13.624 25.260 5.290 0.04
C 18.355 23.023 4.071 -0.10
O 17.646 22.881 2.893 -0.24
C 17.584 21.545 2.430 -0.16
C 16.558 21.479 1.258 -0.40
C 16.181 20.000 0.967 -0.07
N 17.207 21.944 0.022 0.06
H 19.397 22.705 4.032 0.10
H 17.864 22.515 4.901 0.08
H 18.440 24.102 4.201 0.09
H 18.560 21.224 2.067 0.13
H 17.304 20.926 3.281 0.13
H 15.634 21.995 1.518 0.12
H 15.583 19.558 1.764 0.08
H 17.089 19.410 0.837 0.08
H 15.585 19.902 0.060 0.06
H 16.487 22.082 -0.672 0.07
H 17.495 22.896 0.196 0.03
C 13.568 29.317 2.362 -0.06
C 15.134 29.467 2.115 -0.31
O 15.400 30.445 1.161 -0.07
H 13.373 28.638 3.192 0.02
H 13.095 28.877 1.485 0.05
H 13.086 30.258 2.627 0.08
H 15.539 28.495 1.832 0.09
H 15.541 29.787 3.074 0.10
H 15.696 30.017 0.355 0.03
C 17.005 27.308 -2.556 -0.07
C 16.935 27.704 -1.140 -0.31
O 16.316 28.986 -1.027 -0.10
H 16.026 27.479 -3.003 0.07
H 17.349 26.275 -2.616 0.09
H 17.750 27.980 -2.983 0.09
H 17.912 28.002 -0.761 0.11
H 16.537 26.971 -0.437 0.10
H 16.776 29.570 -1.634 0.10
C 12.338 22.595 0.161 -0.07
C 12.799 21.366 -0.669 -0.33
O 13.014 21.733 -1.971 -0.06
H 13.128 23.346 0.163 0.06
H 12.082 22.350 1.192 0.06
H 11.389 22.989 -0.202 0.07
H 11.997 20.631 -0.600 0.11
H 13.688 20.895 -0.249 0.09
H 12.222 22.173 -2.288 0.09
C 9.814 25.101 1.733 -0.08
C 10.282 26.070 2.786 -0.33
O 10.547 25.418 4.023 -0.10
H 10.051 25.480 0.738 0.06
H 8.753 24.878 1.845 0.08
H 10.361 24.164 1.834 0.05
H 9.494 26.809 2.928 0.11
H 11.180 26.604 2.475 0.09
H 11.478 25.186 3.991 0.00
C 19.472 24.801 0.736 -0.09
C 20.879 25.346 0.792 -0.31
O 21.446 25.008 2.048 -0.07
H 19.569 23.717 0.684 0.07
H 19.086 24.978 -0.268 0.07
H 18.722 25.044 1.489 0.06
H 20.801 26.419 0.616 0.09
H 21.514 25.022 -0.032 0.12
H 20.895 25.427 2.713 0.03
C 18.975 28.485 2.557 -0.06
C 18.944 27.456 3.676 -0.32
O 20.197 26.889 3.924 -0.07
H 19.444 28.132 1.638 0.06
H 19.643 29.321 2.761 0.08
H 18.005 28.942 2.361 0.06
H 18.229 26.671 3.428 0.09
H 18.605 27.890 4.616 0.12
H 20.151 26.504 4.802 0.10
C 12.569 28.118 5.596 -0.05
C 14.130 27.777 5.803 -0.25
O 14.202 26.525 6.489 -0.12
H 11.984 27.419 4.998 0.05
H 12.558 29.084 5.091 0.05
H 12.144 28.202 6.596 0.07
H 14.690 28.504 6.390 0.11
H 14.599 27.736 4.821 0.09
H 14.175 26.731 7.426 0.09
C 13.183 27.162 -2.329 -0.05
C 12.011 27.392 -1.249 -0.31
O 11.273 28.528 -1.536 -0.06
H 13.724 28.098 -2.465 0.06
H 12.902 26.707 -3.278 0.07
H 13.879 26.439 -1.903 0.05
H 12.411 27.622 -0.261 0.07
H 11.442 26.462 -1.262 0.10
H 10.502 28.456 -0.969 0.09
C 14.077 25.891 1.538 -0.08
C 15.363 25.195 1.647 -0.34
O 15.570 24.607 2.892 -0.08
H 13.939 26.623 2.334 0.06
H 13.263 25.170 1.605 0.07
H 13.953 26.507 0.647 0.06
H 16.152 25.947 1.652 0.09
H 15.577 24.528 0.812 0.11
H 16.423 24.169 2.948 0.04
```

* HOMO-LUMO gap: 9.452 eV
* DFT total energy: -53692.5913 eV
* LUMO level: 0.27 eV
* SMILES string: COC[C@H](C)N.COC[C@H](C)N.CCO.CCO.CCO.CCO.CCO.CCO.CCO.CCO.CCO


Here is a cluster of 4 separate species, C32H67N3O11 in total from OMol25. Energies are from ωB97M-V with the def2-TZVPD basis set.

The geometry in XYZ format:
```
113
Properties=species:S:1:pos:R:3:lowdin_charge:R:1
C -4.452 -1.671 1.990 -0.09
C -4.620 -3.157 2.300 -0.23
C -4.896 -3.971 1.046 -0.22
O -3.741 -4.027 0.221 -0.14
C -3.967 -3.769 -1.156 -0.12
C -3.155 -4.714 -1.990 -0.01
C -1.850 -5.009 -2.054 -0.04
C -0.650 -4.362 -1.446 -0.09
C -0.467 -4.404 0.083 -0.16
C 0.044 -3.065 0.612 -0.18
C -0.924 -1.888 0.397 -0.15
C -0.497 -0.867 -0.672 -0.21
O -1.395 -0.817 -1.772 -0.19
C -2.460 0.104 -1.611 -0.10
C -1.761 -6.267 -2.858 -0.38
O -0.900 -7.091 -2.845 0.18
O -2.976 -6.485 -3.485 0.15
C -3.788 -5.428 -3.133 -0.39
O -4.699 -5.053 -3.804 0.18
H -3.551 -1.500 1.401 0.05
H -5.300 -1.325 1.393 0.08
H -4.420 -1.059 2.891 0.07
H -5.488 -3.273 2.956 0.11
H -3.760 -3.559 2.835 0.11
H -5.744 -3.509 0.535 0.12
H -5.153 -4.991 1.348 0.12
H -5.013 -3.971 -1.392 0.13
H -3.735 -2.729 -1.407 0.12
H -0.634 -3.341 -1.841 0.12
H 0.220 -4.828 -1.917 0.12
H 0.323 -5.129 0.291 0.11
H -1.367 -4.744 0.590 0.11
H 0.307 -3.151 1.667 0.11
H 0.974 -2.858 0.077 0.09
H -1.889 -2.279 0.071 0.09
H -1.097 -1.364 1.338 0.11
H 0.471 -1.153 -1.092 0.11
H -0.364 0.134 -0.252 0.11
H -2.554 0.701 -2.520 0.08
H -2.310 0.788 -0.779 0.07
H -3.405 -0.433 -1.470 0.08
C 1.988 4.297 3.680 -0.12
O 3.220 3.607 3.715 -0.19
C 3.487 2.921 4.933 -0.21
C 3.395 1.420 4.761 -0.22
N 2.020 0.991 4.544 -0.05
C 1.865 -0.395 4.111 -0.19
C 2.517 -0.837 2.806 -0.22
O 1.942 -0.280 1.638 -0.23
C 2.377 1.025 1.308 -0.09
H 2.006 4.950 2.809 0.09
H 1.132 3.619 3.584 0.07
H 1.850 4.913 4.574 0.09
H 2.823 3.268 5.730 0.12
H 4.512 3.171 5.219 0.12
H 3.779 0.938 5.665 0.12
H 4.057 1.146 3.929 0.10
H 1.594 1.595 3.854 0.07
H 0.791 -0.581 4.017 0.12
H 2.228 -1.048 4.912 0.12
H 2.361 -1.916 2.718 0.12
H 3.604 -0.684 2.802 0.12
H 3.424 1.187 1.576 0.09
H 1.755 1.793 1.775 0.07
H 2.273 1.139 0.227 0.09
C -6.107 6.909 -2.178 -0.11
O -4.728 7.124 -2.401 -0.19
C -4.060 7.846 -1.375 -0.22
C -3.127 6.957 -0.581 -0.22
N -3.861 6.005 0.242 -0.05
C -3.050 4.948 0.837 -0.20
C -2.282 4.003 -0.082 -0.22
O -3.088 3.118 -0.835 -0.20
C -3.649 3.660 -2.017 -0.09
H -6.537 6.558 -3.114 0.09
H -6.291 6.151 -1.409 0.08
H -6.612 7.835 -1.888 0.09
H -4.779 8.347 -0.719 0.12
H -3.462 8.617 -1.867 0.12
H -2.510 7.586 0.069 0.12
H -2.459 6.463 -1.299 0.10
H -4.589 5.581 -0.317 0.07
H -3.720 4.335 1.446 0.12
H -2.336 5.411 1.525 0.12
H -1.671 3.362 0.561 0.12
H -1.583 4.534 -0.741 0.11
H -2.982 4.387 -2.487 0.09
H -4.622 4.122 -1.830 0.07
H -3.809 2.835 -2.712 0.08
C 7.507 -3.141 -3.561 -0.12
O 7.596 -2.124 -2.584 -0.19
C 7.066 -0.866 -2.981 -0.22
C 5.774 -0.548 -2.259 -0.22
N 4.685 -1.408 -2.700 -0.05
C 3.480 -1.345 -1.876 -0.19
C 3.565 -1.722 -0.400 -0.23
O 3.802 -3.100 -0.159 -0.18
C 5.148 -3.520 -0.257 -0.10
H 8.136 -3.966 -3.229 0.09
H 6.485 -3.515 -3.681 0.08
H 7.873 -2.793 -4.532 0.09
H 6.930 -0.824 -4.066 0.12
H 7.807 -0.109 -2.707 0.12
H 5.507 0.494 -2.461 0.12
H 5.971 -0.640 -1.182 0.10
H 5.012 -2.365 -2.723 0.07
H 2.745 -2.010 -2.338 0.12
H 3.073 -0.330 -1.947 0.12
H 2.593 -1.514 0.044 0.08
H 4.290 -1.107 0.150 0.11
H 5.841 -2.746 0.083 0.09
H 5.410 -3.820 -1.276 0.07
H 5.266 -4.396 0.383 0.09
```

* HOMO-LUMO gap: 8.395 eV
* DFT total energy: -61257.9673 eV
* LUMO level: -0.23 eV
* SMILES string: CCCOCC1=C(CCCCCOC)C(=O)OC1=O.COCCNCCOC.COCCNCCOC.COCCNCCOC


Here is the molecule C5H8N2 in a non-equilibrium geometry from OMol25. Energies are from ωB97M-V with the def2-TZVPD basis set.

The geometry in XYZ format:
```
15
Properties=species:S:1:pos:R:3:lowdin_charge:R:1
C -0.713 1.210 0.040 -0.05
C -0.301 -0.244 0.263 -0.45
C -1.396 -1.256 0.470 -0.06
N 0.705 -0.553 -0.793 -0.01
C 1.867 -0.690 -0.164 -0.05
C 2.837 0.280 -0.549 -0.27
N 3.445 1.269 -0.437 0.14
H -1.140 1.612 0.961 0.09
H -1.449 1.319 -0.764 0.08
H 0.166 1.822 -0.207 0.08
H -2.123 -1.286 -0.345 0.08
H -0.943 -2.244 0.601 0.08
H -1.906 -0.990 1.401 0.09
H 0.626 0.025 -1.633 0.14
H 0.325 -0.275 1.157 0.11
```

* HOMO-LUMO gap: 8.476 eV
* DFT total energy: -8291.4758 eV
* LUMO level: -0.44 eV


Here is a cluster of 2 separate species, C3H7OS in total in a non-equilibrium geometry from OMol25. Energies are from ωB97M-V with the def2-TZVPD basis set.

The geometry in XYZ format:
```
12
Properties=species:S:1:pos:R:3:lowdin_charge:R:1
O 0.175 0.680 -2.109 -0.06
C -0.711 -0.131 -1.921 -0.26
H -1.730 0.015 -1.584 0.02
H -0.563 -1.281 -1.884 0.07
C 1.187 -0.057 0.964 -0.23
C -0.341 0.346 0.950 -0.88
S -1.392 -1.098 0.965 0.20
H 1.072 -0.997 0.418 0.00
H 1.404 -0.337 2.043 0.06
H 1.836 0.716 0.381 0.08
H -0.539 1.004 0.123 -0.01
H -0.398 1.139 1.655 0.02
```

* HOMO-LUMO gap: 6.702 eV
* DFT total energy: -16106.4453 eV
* LUMO level: 4.05 eV
* total charge: -1


Here is a structure of composition C22H18BrN4OPdS from OMol25. Energies are from ωB97M-V with the def2-TZVPD basis set.

The geometry in XYZ format:
```
48
Properties=species:S:1:pos:R:3:lowdin_charge:R:1
Pd 0.041 1.108 0.163 0.50
Br 4.834 0.616 5.743 0.64
C 4.032 0.294 4.043 -0.72
C 4.833 0.350 2.880 -0.15
C 4.281 0.100 1.663 -0.02
C 2.886 -0.246 1.479 -0.41
O 2.450 -0.545 0.345 -0.08
C 2.088 -0.232 2.695 -0.14
C 0.687 -0.466 2.731 -0.10
N -0.107 -0.581 1.711 0.01
C -1.383 -1.078 1.852 -0.21
C -1.795 -1.956 2.835 -0.03
C -3.113 -2.447 2.872 -0.10
C -4.029 -2.099 1.920 -0.07
C -3.641 -1.236 0.865 -0.17
C -4.522 -0.850 -0.171 -0.03
C -4.083 -0.022 -1.160 -0.05
C -2.747 0.430 -1.127 -0.11
N -1.905 0.093 -0.183 0.04
C -2.326 -0.728 0.823 -0.14
C 2.705 0.019 3.945 -0.12
H 5.884 0.595 2.966 0.09
H 4.885 0.147 0.765 0.11
H 0.256 -0.539 3.741 0.12
H -1.081 -2.295 3.575 0.10
H -3.396 -3.123 3.671 0.10
H -5.043 -2.478 1.948 0.10
H -5.541 -1.221 -0.161 0.11
H -4.731 0.293 -1.967 0.10
H -2.364 1.093 -1.894 0.09
H 2.090 -0.002 4.838 0.10
C 2.121 -1.003 -3.188 -0.02
C 1.310 0.238 -3.000 -0.33
C 0.270 0.617 -3.793 -0.03
C -0.391 1.850 -3.458 -0.40
N -0.154 2.537 -2.390 0.07
C 0.791 2.050 -1.468 -0.98
S 1.422 2.975 -0.164 0.49
N 1.667 1.026 -1.970 0.05
C -1.423 2.390 -4.412 -0.06
H 1.712 -1.613 -3.992 0.07
H 2.131 -1.574 -2.257 0.08
H 3.154 -0.746 -3.427 0.09
H -0.020 0.036 -4.656 0.09
H 2.277 0.632 -1.250 0.08
H -2.068 1.593 -4.788 0.07
H -0.927 2.843 -5.275 0.07
H -2.018 3.155 -3.918 0.07
```

* HOMO-LUMO gap: 5.877 eV
* DFT total energy: -115474.1518 eV
* LUMO level: 2.34 eV
* total charge: -1


Question: Among the records above, which one has the highest DFT total energy?
Answer: C2H7N3


Question: What is the LUMO level in the second record?
Answer: 0.27 eV